No. 1
Computed, not measured: a structure of composition C51H67BN3O4P4V in a non-equilibrium geometry, with ωB97M-V with the def2-TZVPD basis set.

Each line ends with the Löwdin charge.
Positions of all 131 atoms, in Å:
V: -0.172 0.250 0.006  0.41
C: 0.492 -5.252 0.256  -0.11
C: -0.509 -5.199 1.426  -0.69
C: -1.826 -5.827 0.958  -0.11
C: 0.067 -6.044 2.567  -0.10
P: -0.803 -3.345 1.706  1.18
C: 0.890 -2.982 2.402  -0.30
N: 1.177 -1.583 2.673  -0.03
B: 0.813 -0.360 1.924  -0.41
N: 1.196 0.675 2.910  -0.05
C: 0.895 2.080 2.886  -0.32
P: 0.278 2.556 1.212  1.11
C: -1.032 3.825 1.698  -0.67
C: -2.213 3.016 2.261  -0.10
C: -0.604 4.846 2.762  -0.09
C: -1.528 4.573 0.459  -0.09
C: 1.780 3.444 0.505  -0.66
C: 1.534 3.712 -0.982  -0.11
C: 2.203 4.752 1.172  -0.09
C: 2.934 2.439 0.634  -0.09
C: 1.744 0.127 4.050  -0.19
C: 2.211 0.730 5.205  -0.03
C: 2.720 -0.084 6.219  -0.13
C: 2.747 -1.461 6.067  -0.12
C: 2.263 -2.071 4.907  -0.03
C: 1.752 -1.272 3.894  -0.20
C: -1.956 -3.124 3.198  -0.69
C: -1.826 -1.662 3.655  -0.10
C: -1.751 -4.020 4.417  -0.10
C: -3.387 -3.292 2.667  -0.11
H: 0.356 -6.183 -0.302  0.08
H: 1.526 -5.228 0.609  0.07
H: 0.348 -4.426 -0.440  0.05
H: -1.629 -6.830 0.564  0.08
H: -2.287 -5.231 0.168  0.07
H: -2.532 -5.934 1.783  0.06
H: 0.357 -7.022 2.167  0.08
H: -0.653 -6.222 3.363  0.05
H: 0.962 -5.599 3.006  0.07
H: 1.616 -3.397 1.697  0.09
H: 1.005 -3.536 3.334  0.05
H: 1.771 2.684 3.151  0.08
H: 0.126 2.309 3.632  0.09
H: -1.909 2.300 3.028  0.08
H: -2.719 2.470 1.470  0.06
H: -2.929 3.705 2.720  0.08
H: -0.110 4.389 3.619  0.07
H: -1.502 5.347 3.137  0.08
H: 0.051 5.615 2.362  0.06
H: -1.793 3.883 -0.345  0.06
H: -0.785 5.276 0.079  0.07
H: -2.424 5.146 0.717  0.09
H: 0.706 4.401 -1.151  0.06
H: 1.317 2.787 -1.514  0.02
H: 2.435 4.146 -1.427  0.09
H: 1.532 5.573 0.919  0.07
H: 3.198 5.020 0.802  0.09
H: 2.268 4.675 2.259  0.07
H: 2.636 1.440 0.314  0.04
H: 3.296 2.363 1.661  0.09
H: 3.766 2.762 0.001  0.09
H: 2.182 1.806 5.322  0.10
H: 3.095 0.367 7.130  0.09
H: 3.148 -2.081 6.860  0.09
H: 2.301 -3.148 4.814  0.10
H: -0.921 -1.489 4.236  0.08
H: -2.687 -1.413 4.286  0.08
H: -1.812 -0.975 2.805  0.06
H: -0.716 -4.016 4.767  0.07
H: -2.047 -5.049 4.216  0.06
H: -2.376 -3.658 5.242  0.08
H: -3.549 -2.663 1.786  0.07
H: -4.100 -2.999 3.446  0.08
H: -3.607 -4.321 2.385  0.05
C: -0.176 0.334 -4.483  -0.14
N: 0.091 0.756 -3.109  -0.48
P: 1.175 -0.147 -2.086  1.02
C: 1.698 -1.571 -3.170  -0.29
C: 1.186 -2.856 -3.035  -0.06
C: 1.618 -3.889 -3.861  -0.07
C: 2.558 -3.658 -4.848  -0.10
C: 3.069 -2.376 -5.007  -0.09
C: 2.651 -1.353 -4.175  -0.11
C: 2.799 0.733 -2.318  -0.39
C: 3.852 0.238 -1.548  -0.12
C: 5.120 0.787 -1.629  -0.09
C: 5.359 1.861 -2.481  -0.10
C: 4.321 2.366 -3.250  -0.09
C: 3.055 1.797 -3.171  -0.13
P: -1.114 1.543 -2.168  1.01
C: -1.415 3.048 -3.158  -0.34
C: -0.377 3.670 -3.849  -0.11
C: -0.579 4.881 -4.495  -0.09
C: -1.821 5.498 -4.448  -0.10
C: -2.860 4.893 -3.756  -0.09
C: -2.661 3.677 -3.117  -0.09
C: -2.721 0.697 -2.192  -0.23
C: -3.375 0.416 -3.338  -0.08
C: -4.403 -0.593 -3.550  -0.08
C: -4.892 -1.443 -2.631  0.00
C: -4.569 -1.388 -1.168  -0.23
C: -3.147 0.043 -0.888  -0.54
H: 0.749 0.289 -5.060  0.07
H: -0.833 1.064 -4.959  0.07
H: -0.657 -0.647 -4.517  0.09
H: 0.406 -3.048 -2.328  0.07
H: 1.191 -4.875 -3.726  0.11
H: 2.889 -4.462 -5.495  0.10
H: 3.803 -2.171 -5.777  0.10
H: 3.085 -0.372 -4.315  0.09
H: 3.668 -0.588 -0.866  0.12
H: 5.923 0.387 -1.022  0.10
H: 6.347 2.300 -2.543  0.09
H: 4.497 3.199 -3.921  0.10
H: 2.255 2.181 -3.795  0.08
H: 0.594 3.196 -3.880  0.07
H: 0.239 5.344 -5.033  0.10
H: -1.979 6.445 -4.950  0.10
H: -3.834 5.364 -3.716  0.10
H: -3.480 3.202 -2.591  0.11
H: -3.031 0.909 -4.243  0.09
H: -4.711 -0.728 -4.581  0.09
H: -5.544 -2.243 -2.972  0.10
H: -5.265 -1.988 -0.574  0.13
H: -2.869 0.217 0.967  0.11
O: -1.927 -3.290 -1.674  -0.03
C: -1.957 -2.113 -1.282  -0.62
O: -0.823 -1.367 -1.212  -0.34
C: -3.089 -1.409 -0.848  -0.10
O: -4.578 0.031 -0.767  0.00
O: -2.519 0.721 0.213  -0.09

Properties
total charge: -1
largest force on an atom: 1.3 eV Å⁻¹
spin multiplicity: 4
frontier orbital gap (alpha / beta): 5.86 / 5.86 eV



No. 2
Computed, not measured: a cluster of 2 separate species, C15H20FN4O6 in total in a non-equilibrium geometry, with ωB97M-V with the def2-TZVPD basis set.

Each line ends with the natural charge from an NBO analysis.
Positions of all 46 atoms, in Å:
O: 1.436 4.434 1.772  -0.62
O: -3.575 -4.498 0.345  -0.49
O: 3.546 0.009 -0.745  -0.63
F: -7.039 -0.932 -1.875  -0.30
O: -2.459 -2.599 -3.331  -0.47
O: -2.742 -2.075 -0.661  -0.74
O: -3.243 -3.452 -2.438  -0.26
C: 2.298 3.602 1.995  0.67
C: -4.364 -3.794 -0.281  0.50
C: 3.920 1.005 -0.135  0.65
C: -5.751 -3.733 0.156  -0.27
C: -6.609 -2.785 -0.361  -0.17
C: -6.157 -1.816 -1.361  0.39
C: 0.703 -0.795 0.015  -0.03
C: -4.850 -1.797 -1.795  -0.29
C: 0.981 0.235 0.872  0.14
C: -0.949 0.678 -0.115  0.25
N: -0.503 -0.500 -0.594  -0.46
N: 4.846 1.837 -0.625  -0.59
N: 2.585 2.711 1.048  -0.64
N: -0.055 1.151 0.777  -0.47
C: 2.986 3.547 3.344  -0.72
C: -3.808 -2.772 -1.307  0.38
C: 5.541 1.637 -1.897  -0.42
C: 2.237 0.371 1.711  -0.44
C: 3.258 1.413 1.196  -0.12
H: -2.522 -2.923 -4.250  0.49
H: -2.275 -2.763 -0.142  0.50
H: -6.090 -4.445 0.901  0.25
H: -7.644 -2.747 -0.032  0.25
H: 1.340 -1.653 -0.178  0.27
H: -4.561 -1.069 -2.545  0.24
H: -1.897 1.143 -0.379  0.26
H: -1.037 -1.116 -1.214  0.49
H: 5.080 2.657 -0.088  0.40
H: 2.161 2.910 0.153  0.41
H: -0.128 2.020 1.300  0.47
H: 4.065 3.595 3.210  0.23
H: 2.668 4.407 3.934  0.26
H: 2.715 2.635 3.871  0.23
H: 6.197 0.766 -1.830  0.22
H: 4.817 1.463 -2.697  0.22
H: 6.140 2.515 -2.145  0.22
H: 2.731 -0.601 1.768  0.26
H: 1.941 0.633 2.727  0.23
H: 4.064 1.494 1.928  0.24

Properties
total charge: +1
largest force on an atom: 2.9 eV Å⁻¹
frontier orbital gap: 8.23 eV



No. 3
Computed, not measured: a structure of composition C35H49Cl2N4OP3Tc in a non-equilibrium geometry, with ωB97M-V with the def2-TZVPD basis set.

Each line ends with the Löwdin charge.
Positions of all 95 atoms, in Å:
P: 3.048 0.075 -2.773  1.21
C: 1.949 1.058 -3.799  -0.32
C: 2.909 2.027 -4.195  -0.13
H: 3.752 2.219 -3.532  0.10
C: 2.893 2.518 -5.492  -0.04
H: 3.746 3.104 -5.833  0.13
C: 1.803 2.216 -6.305  -0.02
H: 1.799 2.594 -7.315  0.12
C: 0.732 1.444 -5.836  -0.03
H: -0.119 1.272 -6.499  0.13
C: 0.768 0.869 -4.560  -0.03
H: -0.090 0.301 -4.152  0.12
C: 3.250 0.914 -1.161  -0.34
C: 2.939 2.241 -0.765  -0.08
H: 2.097 2.790 -1.218  0.11
C: 3.735 2.849 0.215  -0.06
H: 3.578 3.890 0.486  0.12
C: 4.795 2.157 0.811  -0.05
H: 5.469 2.659 1.483  0.12
C: 4.998 0.813 0.526  -0.06
H: 5.833 0.254 0.942  0.12
C: 4.151 0.168 -0.368  -0.11
H: 4.290 -0.885 -0.604  0.11
C: 2.299 -1.626 -2.542  -0.27
C: 3.213 -2.117 -3.489  -0.18
H: 3.813 -1.369 -4.047  0.09
C: 3.422 -3.478 -3.665  -0.03
H: 4.181 -3.773 -4.372  0.12
C: 2.635 -4.353 -2.920  -0.04
H: 2.795 -5.408 -3.060  0.12
C: 1.671 -3.893 -2.016  -0.03
H: 1.060 -4.619 -1.471  0.12
C: 1.489 -2.510 -1.798  -0.05
H: 0.698 -2.157 -1.109  0.08
Tc: -2.513 0.939 0.809  1.02
C: -1.309 0.592 2.565  -0.17
C: 0.025 0.296 2.622  -0.34
H: -1.897 0.631 3.478  0.03
C: 0.691 0.229 1.245  -0.35
O: 1.203 -1.108 1.104  -0.06
H: 1.829 -1.254 0.364  0.07
C: -0.486 0.569 0.459  -0.19
H: 1.584 0.890 1.133  0.13
C: -1.368 0.740 -0.525  -0.47
Cl: -4.461 1.240 2.217  -0.03
Cl: -3.888 1.618 -1.350  0.05
P: -1.929 3.203 0.709  0.69
C: -3.443 4.177 0.607  -0.29
H: -3.995 4.032 1.539  0.03
H: -4.039 3.772 -0.221  -0.03
H: -3.173 5.223 0.425  0.06
C: -1.120 3.793 2.223  -0.24
H: -0.114 3.363 2.306  0.03
H: -1.722 3.460 3.077  0.05
H: -1.060 4.888 2.199  0.06
C: -0.875 3.936 -0.589  -0.22
H: -1.135 3.511 -1.567  0.05
H: 0.189 3.747 -0.391  0.03
H: -1.042 5.023 -0.612  0.06
P: 0.911 -0.039 4.154  0.87
C: -0.139 0.469 5.501  -0.16
C: 2.430 0.896 4.051  -0.16
H: -1.069 -0.121 5.485  0.08
H: -0.349 1.548 5.430  0.08
H: 0.448 0.246 6.408  0.08
H: 3.060 0.566 3.211  0.06
H: 2.959 0.720 4.997  0.07
H: 2.219 1.970 3.956  0.08
C: 1.240 -1.790 4.133  -0.16
H: 0.295 -2.348 4.126  0.08
H: 1.794 -2.004 5.056  0.07
H: 1.834 -2.054 3.248  0.06
H: -1.085 0.740 -1.545  0.05
C: -2.015 -2.117 -0.330  -0.15
N: -2.950 -1.208 0.474  -0.20
C: -3.041 -1.848 1.823  -0.20
N: -3.582 -3.211 1.763  -0.08
C: -2.669 -4.042 0.951  -0.16
N: -2.528 -3.495 -0.414  -0.09
C: -3.863 -3.477 -1.049  -0.15
N: -4.813 -2.650 -0.277  -0.07
C: -4.289 -1.280 -0.198  -0.24
C: -4.900 -3.185 1.096  -0.14
H: -1.033 -2.161 0.167  0.10
H: -1.904 -1.733 -1.355  0.13
H: -3.682 -1.218 2.446  0.07
H: -2.029 -1.911 2.248  0.11
H: -3.090 -5.054 0.888  0.13
H: -1.682 -4.076 1.428  0.12
H: -3.762 -3.073 -2.064  0.13
H: -4.251 -4.502 -1.083  0.13
H: -4.980 -0.656 0.379  0.07
H: -4.181 -0.898 -1.217  0.06
H: -5.278 -4.212 1.039  0.13
H: -5.579 -2.549 1.679  0.14

Properties
total charge: +2
largest force on an atom: 9.5 eV Å⁻¹
spin multiplicity: 4
frontier orbital gap (alpha / beta): 7.34 / 4.25 eV



Which of these has the highest total charge? C35H49Cl2N4OP3Tc



What is the total charge in the first record? -1



Which of these has the lowest largest force on an atom? C51H67BN3O4P4V